(1)
Molecular formula: CH15NO6
Method: DFT, ωB97M-V with the def2-TZVPD basis set

CARTESIAN COORDINATES (ANGSTROEM)
C 1.34307 1.46578 -0.06658
N 1.09021 0.25797 0.20620
H 0.86415 2.09566 -0.89456
H 1.99934 2.13430 0.52212
H 1.28158 -0.35145 0.92664
H 1.64233 -1.57546 2.32059
H 1.69256 -2.54868 1.26582
O 1.03984 -2.17711 1.88966
H -0.74777 1.76106 0.36197
H -1.92844 2.73755 -0.13999
O -1.00199 2.66453 0.10661
H -1.90292 -1.16794 -0.91509
H -1.81842 -1.97959 0.36973
O -2.28857 -1.26758 0.01896
H -0.78546 0.09500 -3.02656
H -2.09298 0.13162 -2.09995
O -1.27529 0.56634 -2.31377
H 1.17827 -2.14092 -1.09198
H 1.23380 -1.64142 -2.45301
O 0.70846 -2.20194 -1.93462
H -0.74785 1.50555 2.26409
H 0.50636 0.52732 2.02655
O 0.00972 1.10937 2.65717

**Energy relative to the best compared isomer or geometry (same formula, charge and spin)**: 3.4260 eV
**Frontier orbital gap (alpha / beta)**: 8.83 / 5.36 eV
**Molecular weight**: 137.13 u
**Expectation value of S²**: 0.761
**Multiplicity**: 2
**Lowest unoccupied orbital energy (alpha / beta)**: -6.046 / -9.446 eV
**Total charge**: +1

(2)
Molecular formula: C29H52InN4Si2
Method: DFT, ωB97M-V with the def2-TZVPD basis set

CARTESIAN COORDINATES (ANGSTROEM)
In 0.37388 0.27453 -0.13296
C 0.75818 -1.51947 4.35714
C 0.21788 -0.12497 4.30514
C 0.39028 0.69313 5.41434
C -0.10542 1.98173 5.43854
C -0.76702 2.48603 4.32934
C -0.93002 1.71853 3.18834
C -1.63732 2.26283 1.97974
C -0.45602 0.39583 3.18794
N -0.64392 -0.39177 2.04604
C -1.37732 -1.43627 2.04144
C -2.28392 -1.82787 3.15584
C -1.40432 -2.30367 0.83534
C -1.70402 -3.74387 1.06604
N -1.16622 -1.80157 -0.31696
C -1.39292 -2.56807 -1.48016
C -2.71142 -2.89997 -1.83616
C -3.90082 -2.41247 -1.06126
C -2.92242 -3.70737 -2.94606
C -1.86482 -4.19407 -3.69236
C -0.57252 -3.82067 -3.36216
C -0.31882 -3.00737 -2.26736
C 1.09348 -2.64557 -1.91936
H 1.76118 -1.51037 4.77734
H 0.79148 -1.99847 3.38034
H 0.14388 -2.12237 5.02404
H 0.88578 0.27953 6.27814
H 0.00608 2.59213 6.31954
H -1.18462 3.47913 4.36984
H -2.32902 3.04893 2.27264
H -2.18952 1.47353 1.46094
H -0.91012 2.69723 1.28154
H -2.35752 -1.03367 3.89494
H -1.93712 -2.72927 3.65854
H -3.27892 -2.04137 2.76944
H -1.12842 -4.11897 1.91164
H -1.46372 -4.32877 0.17894
H -2.75772 -3.90117 1.29504
H -3.67492 -1.50717 -0.49826
H -4.24142 -3.18077 -0.36836
H -4.72822 -2.22057 -1.73956
H -3.93612 -3.98407 -3.19436
H -2.04442 -4.86217 -4.52016
H 0.25578 -4.19487 -3.94386
H 1.77938 -3.34797 -2.38446
H 1.25248 -2.66007 -0.83956
H 1.32668 -1.64397 -2.29736
N -4.40422 2.22643 -4.44906
C -3.48322 2.68463 -3.36976
C -2.71712 1.51473 -2.70576
N -1.77942 1.96683 -1.68926
H -4.82562 3.03183 -4.93526
H -5.17212 1.65303 -4.06986
H -3.89692 1.66393 -5.14736
H -4.07152 3.22163 -2.62056
H -2.76652 3.38273 -3.81086
H -2.15632 0.96513 -3.46976
H -3.42452 0.82453 -2.23906
H -2.28342 2.44753 -0.94626
H -1.12732 2.63683 -2.09366
C 3.17308 -1.60077 1.27094
Si 3.78478 0.14773 0.81654
C 3.49428 1.37473 2.23144
C 5.54908 0.08883 0.08864
C 2.76738 0.69633 -0.71226
Si 2.81768 2.43053 -1.52886
C 4.61748 2.83163 -1.97596
C 1.74558 2.19423 -3.09946
C 2.07628 3.70953 -0.32756
H 3.62298 -1.94547 2.19594
H 3.43748 -2.32307 0.50384
H 2.08928 -1.61797 1.40364
H 3.99508 1.04273 3.13544
H 2.43698 1.48313 2.47354
H 3.88788 2.35903 2.00114
H 6.20048 -0.38497 0.81564
H 5.93638 1.08133 -0.10466
H 5.60468 -0.48577 -0.82986
H 2.79278 -0.07667 -1.47806
H 5.06698 2.07653 -2.61156
H 5.23628 2.94763 -1.09326
H 4.63898 3.77563 -2.51236
H 2.31968 1.68033 -3.86636
H 1.44168 3.14343 -3.53026
H 0.85178 1.59923 -2.90076
H 2.84528 4.08853 0.33744
H 1.27498 3.30303 0.29024
H 1.68788 4.56913 -0.86436

**Energy relative to the best compared isomer or geometry (same formula, charge and spin)**: 0.0000 eV
**Frontier orbital gap**: 6.20 eV
**Molecular weight**: 627.75 u
**Lowest unoccupied orbital energy**: -9.728 eV
**Total charge**: +3

(3)
Molecular formula: CHBiF3O3S
Method: DFT, ωB97M-V with the def2-TZVPD basis set

CARTESIAN COORDINATES (ANGSTROEM)
S 1.21499 -0.73759 0.47594
O 1.67476 0.52721 1.16925
O 0.16129 -1.71503 1.05946
C 0.10204 -0.05317 -0.91319
F 0.56449 0.81417 -1.89768
F 0.11242 -1.18539 -1.75785
Bi -0.73399 -2.05329 2.90389
O -1.19834 0.27752 -0.28736
H -1.29752 1.60289 -0.27816
F -0.60014 2.52267 -0.47430

**Energy relative to the best compared isomer or geometry (same formula, charge and spin)**: 0.0000 eV
**Frontier orbital gap (alpha / beta)**: 5.74 / 5.74 eV
**Molecular weight**: 359.06 u
**Lowest unoccupied orbital energy (alpha / beta)**: 1.116 / 1.099 eV
**Total charge**: -1

(4)
Molecular formula: C27H54AlOP2Si
Method: DFT, ωB97M-V with the def2-TZVPD basis set

CARTESIAN COORDINATES (ANGSTROEM)
Al 0.20588 -0.11587 -0.52238
C -3.38056 2.06186 -0.45074
C -3.99276 1.11109 -1.31360
C -3.26712 0.00374 0.56409
C -2.86075 1.36086 0.67154
C -3.92190 -0.16267 -0.68478
C -3.48521 3.52407 -0.53973
H -3.68164 3.83444 -1.57565
H -2.55510 3.99262 -0.18291
H -4.31365 3.90891 0.09000
C -2.20391 1.94267 1.86112
H -1.98116 3.00084 1.69233
H -1.26676 1.42154 2.11120
H -2.87436 1.87542 2.73651
C -3.24143 -0.99029 1.64963
H -4.23273 -1.47693 1.69847
H -3.06316 -0.47033 2.60480
H -2.49757 -1.79275 1.51084
C -4.62190 -1.39234 -1.11075
H -5.70450 -1.19941 -1.08953
H -4.39793 -2.21510 -0.42060
H -4.36503 -1.68981 -2.13806
C -4.77037 1.43809 -2.52985
H -5.73005 1.91650 -2.26320
H -4.98736 0.53370 -3.11605
H -4.20597 2.14537 -3.15381
C 1.96086 0.65885 -1.16253
C 0.85202 1.58896 -1.10329
C 0.09185 1.93956 -2.36445
C -0.90255 0.80408 -2.87996
C -0.85896 -0.50942 -2.09505
C 0.34383 -1.30758 -2.11189
C 1.48090 -0.97067 -3.07168
C 2.42877 0.11290 -2.51127
H 0.73872 2.26585 -3.19121
H -0.74768 0.61213 -3.95906
H -0.53077 2.82181 -2.15341
H 2.54751 0.93312 -3.22704
H 2.77409 0.80305 -0.45405
H 0.80431 2.30938 -0.26614
H 3.46994 -0.25776 -2.48029
H 2.08727 -1.87000 -3.26401
H 0.34044 -2.34839 -1.77266
H 1.10454 -0.66102 -4.05989
H -1.92938 1.20823 -2.83684
H -1.81596 -1.01063 -1.89680
P 2.33906 4.25261 0.81744
C 2.30152 4.88385 2.52471
H 3.18398 5.50639 2.71238
H 2.27448 4.02140 3.20680
H 1.37073 5.45278 2.64268
C 3.96667 3.35528 0.89606
H 4.75959 4.06652 1.18326
H 4.18792 2.88901 -0.07898
H 3.88639 2.55622 1.65236
C 2.71839 5.71623 -0.18173
H 3.03028 5.39227 -1.18629
H 3.48904 6.31933 0.30860
H 1.77039 6.27200 -0.27311
P 1.49784 -4.78152 -0.31869
C -0.03278 -5.65695 -0.83226
H 0.21978 -6.49826 -1.49334
H -0.68259 -4.95330 -1.37400
H -0.56944 -6.00178 0.06136
C 2.71571 -5.43215 -1.52223
H 2.27832 -5.48385 -2.53116
H 3.02943 -6.42335 -1.16383
H 3.56157 -4.72442 -1.54303
C 1.94170 -5.67693 1.22084
H 2.39303 -6.63687 0.94440
H 1.03503 -5.81606 1.82870
H 2.65350 -5.05739 1.78655
C 0.67025 0.40984 3.40980
Si 0.98310 -1.18820 2.43630
C 2.78646 -1.61825 2.07699
C 0.54527 -2.54977 3.69944
O 0.19826 -0.99001 1.01671
H 1.19672 0.51285 4.36682
H -0.39143 0.48923 3.67269
H 0.92437 1.28542 2.80500
H 3.22057 -2.26887 2.85062
H 2.91585 -2.11912 1.10787
H 3.40170 -0.71111 2.07463
H -0.37188 -3.09523 3.45069
H 1.35484 -3.28859 3.81180
H 0.40362 -2.09790 4.69580

**Frontier orbital gap (alpha / beta)**: 4.64 / 5.54 eV
**Molecular weight**: 511.74 u
**Lowest unoccupied orbital energy (alpha / beta)**: -5.166 / -4.218 eV
**Total charge**: +1

- Among the records above, which one has the highest molecular weight?
  C29H52InN4Si2

What did the third record say?
Molecular formula: CHBiF3O3S
Method: DFT, ωB97M-V with the def2-TZVPD basis set

CARTESIAN COORDINATES (ANGSTROEM)
S 1.21499 -0.73759 0.47594
O 1.67476 0.52721 1.16925
O 0.16129 -1.71503 1.05946
C 0.10204 -0.05317 -0.91319
F 0.56449 0.81417 -1.89768
F 0.11242 -1.18539 -1.75785
Bi -0.73399 -2.05329 2.90389
O -1.19834 0.27752 -0.28736
H -1.29752 1.60289 -0.27816
F -0.60014 2.52267 -0.47430

**Energy relative to the best compared isomer or geometry (same formula, charge and spin)**: 0.0000 eV
**Frontier orbital gap (alpha / beta)**: 5.74 / 5.74 eV
**Molecular weight**: 359.06 u
**Lowest unoccupied orbital energy (alpha / beta)**: 1.116 / 1.099 eV
**Total charge**: -1

- The lowest molecular weight belongs to which entry?
  CH15NO6

- Which of these has the lowest molecular weight?
  CH15NO6